DFT (the ωB97M-V functional and the def2-TZVPD basis) results for an isolated molecule of C8H11NOS.

- structure (SMILES) = CC(C)n1cccc(O)c1=S
- LUMO level (Eh) = 0.018
- 2S+1 = 1
- energy (eV) = -22845.851
- energy above the lowest of the compared OMol25 structures with the same formula, charge and spin (kcal/mol) = 28.4
- frontier orbital gap (eV) = 7.96

Each line ends with the natural charge from an NBO analysis.
Geometry (Å):
C1 0.97020 -1.88731 0.89033  -0.2771
C2 -0.13103 -1.95660 1.79614  -0.2576
C3 1.05978 -0.68353 0.19224  0.0274
C4 -1.06529 -1.00444 1.89410  0.2556
C5 -1.08172 0.05165 0.92898  0.0241
C6 -0.72487 0.44126 -2.09150  -0.6285
C7 1.38937 1.80070 -1.37572  -0.6137
C8 -0.01611 1.21252 -0.93391  -0.0411
N1 0.04578 0.23853 0.12093  -0.3696
O1 -1.87194 -0.82357 2.97222  -0.6291
S1 -2.33868 1.10427 0.91968  -0.1747
H1 1.64558 -2.66571 0.83666  0.2265
H2 -0.13356 -2.74583 2.51196  0.2057
H3 2.03885 -0.49689 -0.32412  0.2211
H4 -0.51746 -0.57586 -2.01935  0.2139
H5 -1.82549 0.59863 -1.95510  0.2413
H6 -0.53919 0.95250 -3.07971  0.2161
H7 1.99489 1.92722 -0.47062  0.2123
H8 1.26529 2.80239 -1.86668  0.2273
H9 1.88253 1.10716 -2.00270  0.2014
H10 -0.40739 2.10786 -0.53909  0.2431
H11 -1.63954 -1.50494 3.59526  0.4754

DFT (the ωB97M-V functional and the def2-TZVPD basis) results for the ion C5H10N with charge +1.

- LUMO level (Eh) = -0.251
- 2S+1 = 1
- net charge = +1
- energy (eV) = -6826.431
- energy above the lowest of the compared OMol25 structures with the same formula, charge and spin (kcal/mol) = 86.9
- frontier orbital gap (eV) = 6.91

Each line ends with the natural charge from an NBO analysis.
Geometry (Å):
C1 0.28265 -0.65738 0.48908  0.1547
C2 -0.68484 0.09739 -0.48548  -0.6459
C3 -0.18732 0.87415 -1.50424  0.3788
C4 -0.33117 2.30369 -1.75843  -0.7537
C5 0.59770 -2.14313 2.27329  -0.4613
N1 -0.16703 -1.37691 1.38472  -0.3244
H1 -1.04187 -0.89394 -0.87360  0.3615
H2 1.30846 -0.45948 0.44169  0.1821
H3 -1.53505 0.69942 0.13035  0.2993
H4 0.23057 0.35847 -2.39579  0.2250
H5 -0.85828 2.38399 -2.78294  0.3193
H6 0.69021 2.79856 -1.80566  0.3235
H7 -0.81183 2.91826 -0.95798  0.2676
H8 0.37069 -1.82361 3.25094  0.2369
H9 0.49816 -3.26184 2.24492  0.2524
H10 1.63894 -1.81763 2.34914  0.1842

DFT (the ωB97M-V functional and the def2-TZVPD basis) results for a cluster of 7 separate species, C22H57O11PS in total.

- structure (SMILES) = O=S1(=O)CC[C@@H](P(O)O)CO1.CC(C)O.CC(C)O.CC(C)O.CC(C)O.CC(C)O.CC(C)O
- LUMO level (Eh) = 0.020
- 2S+1 = 1
- energy (eV) = -66385.727
- frontier orbital gap (eV) = 9.07

Each line ends with the Löwdin charge.
Geometry (Å):
O1 3.66830 -0.68505 -2.55046  -0.2680
S1 3.79210 -0.89030 -3.95905  0.6125
O2 5.02237 -1.40008 -4.48739  -0.2731
C1 2.45527 -1.91610 -4.53246  -0.2034
C2 1.81792 -1.32348 -5.79093  -0.1946
C3 1.22849 0.06682 -5.54524  -0.4041
P1 -0.38073 0.11204 -4.64467  0.8740
O3 0.03315 -0.65135 -3.25803  -0.2901
O4 -1.13381 -1.10329 -5.47309  -0.2832
C4 2.20006 0.98901 -4.78124  -0.2031
O5 3.54495 0.48200 -4.72613  -0.2275
H1 1.73736 -2.02498 -3.72779  0.0879
H2 2.91652 -2.87766 -4.74591  0.1090
H3 1.04667 -2.00268 -6.15427  0.0996
H4 2.59117 -1.27522 -6.56255  0.1242
H5 0.98766 0.51535 -6.51166  0.1098
H6 -0.61838 -1.33524 -3.06256  0.0426
H7 -2.06906 -0.89428 -5.46800  0.0399
H8 2.28284 1.93580 -5.30946  0.1282
H9 1.84432 1.23093 -3.77560  0.0992
C5 1.38848 2.73128 -0.62060  -0.0522
C6 -0.10588 3.01310 -0.60762  -0.4880
C7 -0.65533 3.05572 0.81222  -0.0657
O6 -0.80984 2.04582 -1.38314  -0.0699
H10 1.59972 1.75912 -0.17007  0.0840
H11 1.76401 2.70797 -1.64477  0.0686
H12 1.93943 3.48755 -0.06153  0.0729
H13 -0.29994 3.96850 -1.09913  0.1360
H14 -0.50642 2.08976 1.30263  0.0708
H15 -1.72690 3.26416 0.79777  0.0751
H16 -0.15356 3.81613 1.41205  0.0731
H17 -0.66029 1.17559 -0.99338  0.0636
C8 4.44470 3.41553 3.37144  -0.0578
C9 2.94325 3.65573 3.38760  -0.4924
C10 2.40092 3.73475 4.80668  -0.0563
O7 2.26587 2.64342 2.64430  -0.0684
H18 4.68009 2.46296 3.85429  0.0821
H19 4.81307 3.36819 2.34691  0.0808
H20 4.97893 4.20705 3.89872  0.0799
H21 2.72016 4.58687 2.86347  0.1372
H22 2.58012 2.79285 5.33158  0.0702
H23 1.32443 3.91025 4.79640  0.0717
H24 2.88038 4.53598 5.37075  0.0809
H25 2.43632 1.79707 3.07107  0.0709
C11 -2.65109 -5.37245 -6.09646  -0.0615
C12 -1.30472 -4.67353 -5.98422  -0.5078
C13 -0.23780 -5.36964 -6.81515  -0.0579
O8 -0.89727 -4.58890 -4.61788  -0.0582
H26 -2.57863 -6.39850 -5.72495  0.0807
H27 -3.40066 -4.85536 -5.49707  0.0777
H28 -2.99520 -5.40722 -7.13098  0.0795
H29 -1.40244 -3.63857 -6.31426  0.1178
H30 -0.09304 -6.39565 -6.46525  0.0819
H31 0.71657 -4.85057 -6.72316  0.0718
H32 -0.51514 -5.40395 -7.86949  0.0809
H33 -0.79688 -5.48660 -4.28498  0.0839
C14 -2.50661 -0.88284 0.92693  -0.0475
C15 -2.42588 -1.82882 -0.25826  -0.4822
C16 -2.67816 -3.27389 0.13922  -0.0549
O9 -1.14281 -1.69128 -0.87701  -0.0642
H34 -1.74366 -1.14335 1.66497  0.0636
H35 -2.31772 0.14256 0.60419  0.0678
H36 -3.48385 -0.91894 1.41150  0.0853
H37 -3.14920 -1.52952 -1.01894  0.1384
H38 -1.93296 -3.59931 0.87002  0.0830
H39 -2.60483 -3.92892 -0.72959  0.0762
H40 -3.66691 -3.39299 0.58406  0.0800
H41 -0.47796 -1.93971 -0.22559  0.0985
C17 0.48880 -1.92109 5.95276  -0.0575
C18 0.51235 -1.23441 4.59620  -0.4871
C19 0.55619 0.27768 4.72675  -0.0540
O10 -0.62332 -1.61567 3.82117  -0.0621
H42 -0.39919 -1.61594 6.51308  0.0815
H43 0.45298 -3.00413 5.83403  0.0788
H44 1.36998 -1.66391 6.54226  0.0795
H45 1.37906 -1.58098 4.03007  0.1380
H46 -0.34014 0.63070 5.24154  0.0648
H47 0.57225 0.74382 3.73977  0.0718
H48 1.43348 0.61255 5.28324  0.0750
H49 -1.41237 -1.31997 4.28946  0.0845
C20 -1.99360 3.39029 6.15732  -0.0588
C21 -2.38856 2.79114 4.81660  -0.5011
C22 -3.57034 3.51842 4.19652  -0.0570
O11 -2.67606 1.39813 4.95642  -0.0670
H50 -2.82208 3.31133 6.86690  0.0817
H51 -1.14142 2.85684 6.57978  0.0728
H52 -1.72943 4.44360 6.05693  0.0809
H53 -1.53774 2.83568 4.13434  0.1269
H54 -4.44571 3.44361 4.84798  0.0811
H55 -3.83041 3.07466 3.23559  0.0779
H56 -3.34781 4.57494 4.04350  0.0818
H57 -3.42893 1.30309 5.54898  0.0882

DFT (the ωB97M-V functional and the def2-TZVPD basis) results for an isolated molecule of C4H7NO.

- structure (SMILES) = O[C@H]1C[C@H]2N[C@@H]12
- LUMO level (Eh) = 0.038
- 2S+1 = 1
- energy (eV) = -7797.038
- energy above the lowest of the compared OMol25 structures with the same formula, charge and spin (kcal/mol) = 60.1
- frontier orbital gap (eV) = 10.47

Each line ends with the natural charge from an NBO analysis.
Geometry (Å):
O1 1.93449 0.60607 0.47112  -0.7038
C1 0.95954 0.22461 -0.44938  0.1035
C2 0.27690 -1.16966 -0.24567  -0.4345
C3 -1.04840 -0.44303 -0.06581  -0.0872
N1 -0.84275 0.48137 1.06264  -0.6239
C4 -0.41998 0.87740 -0.29281  -0.1285
H1 1.47759 0.61765 1.32716  0.4793
H2 1.38992 0.33126 -1.44653  0.1849
H3 0.62920 -1.72439 0.62795  0.2137
H4 0.32513 -1.79593 -1.13998  0.2139
H5 -2.04383 -0.78130 -0.33352  0.2096
H6 -1.72639 0.94522 1.26560  0.3621
H7 -0.81519 1.77637 -0.75635  0.2108